P.
This record from the OMol25 dataset describes 3 unconnected molecules or ions with the total composition CH4N2O. The level of theory is ωB97M-V/def2-TZVPD.

ORCA input file:
```
! wB97M-V def2-TZVPD RIJCOSX def2/J DEFGRID3
* xyz 0 1
C -0.828 0.479 -0.045
H 2.266 -0.461 1.198
H 0.108 -1.562 -0.297
H 0.970 1.433 -0.664
H -1.269 1.536 -0.185
N 1.412 -0.476 -0.263
N 0.575 0.599 0.215
O -1.378 -0.585 0.069
*
```

gap between HOMO and LUMO = 8.75 eV
highest occupied orbital energy = -0.3326 Eh

***

Q.
This record from the OMol25 dataset describes a single CH4N2O molecule. The level of theory is ωB97M-V/def2-TZVPD.

ORCA input file:
```
! wB97M-V def2-TZVPD RIJCOSX def2/J DEFGRID3
* xyz 0 1
N 1.228 -0.426 0.075
N 0.245 0.451 -0.130
C -1.052 0.322 0.018
O -1.597 -0.679 -0.101
H 0.613 -1.176 0.636
H 1.365 -1.088 -0.669
H 0.733 1.388 -0.261
H -1.535 1.209 0.431
*
```

gap between HOMO and LUMO = 10.44 eV
highest occupied orbital energy = -0.3475 Eh

***

R.
This record from the OMol25 dataset describes a single CH4N2O molecule. The level of theory is ωB97M-V/def2-TZVPD.

ORCA input file:
```
! wB97M-V def2-TZVPD RIJCOSX def2/J DEFGRID3
* xyz 0 1
C 0.149 0.346 1.664
N -1.004 -0.330 -0.533
N -0.602 -0.422 -1.794
O 0.124 0.024 0.381
H -0.818 0.304 2.158
H 1.037 0.245 2.237
H -0.066 -1.307 -1.953
H -0.105 0.500 -1.959
*
```

gap between HOMO and LUMO (spin up / spin down) = 7.54 / 9.57 eV
highest occupied orbital energy (spin up / spin down) = -0.2816 / -0.3320 Eh

***

In terms of stability, Q leads; the second structure lies 85.6 kcal/mol higher.

***

P.
This record from the OMol25 dataset describes a single CH4N2O molecule. The level of theory is ωB97M-V/def2-TZVPD.

ORCA input file:
```
! wB97M-V def2-TZVPD RIJCOSX def2/J DEFGRID3
* xyz 0 1
N -1.001 -0.148 -0.875
C 0.363 -0.390 -0.923
N 0.868 -0.423 0.815
O 1.098 -0.580 -1.787
H -1.456 0.375 -0.129
H -1.463 0.178 -1.699
H 1.484 0.344 1.023
H 1.529 -1.178 0.928
*
```

gap between HOMO and LUMO = 10.26 eV
highest occupied orbital energy = -0.3473 Eh

***

Q.
This record from the OMol25 dataset describes a single CH4N2O molecule. The level of theory is ωB97M-V/def2-TZVPD.

ORCA input file:
```
! wB97M-V def2-TZVPD RIJCOSX def2/J DEFGRID3
* xyz 0 1
N -0.659 -0.303 0.965
C 0.188 0.080 -0.096
O 0.879 -0.898 -0.700
N -0.403 0.332 -1.354
H -0.430 0.242 1.783
H -0.586 -1.293 1.167
H 0.706 1.012 0.138
H 0.305 0.829 -1.902
*
```

gap between HOMO and LUMO (spin up / spin down) = 8.87 / 8.71 eV
highest occupied orbital energy (spin up / spin down) = -0.3679 / -0.3671 Eh

***

In terms of stability, P leads; the second structure lies 69.3 kcal/mol higher.

***

P.
This record from the OMol25 dataset describes a single CH4N2O molecule. The level of theory is ωB97M-V/def2-TZVPD.

ORCA input file:
```
! wB97M-V def2-TZVPD RIJCOSX def2/J DEFGRID3
* xyz 0 1
C 0.014 1.244 -1.175
N -0.406 0.197 -0.635
O 0.244 -0.261 0.482
N -0.257 -1.500 0.908
H -0.629 1.683 -2.021
H 0.933 1.696 -0.742
H 0.236 -1.565 1.801
H -1.220 -1.431 1.178
*
```

gap between HOMO and LUMO = 10.37 eV
highest occupied orbital energy = -0.3356 Eh

***

Q.
This record from the OMol25 dataset describes a single CH4N2O molecule. The level of theory is ωB97M-V/def2-TZVPD.

ORCA input file:
```
! wB97M-V def2-TZVPD RIJCOSX def2/J DEFGRID3
* xyz 0 1
N -1.247 -0.353 0.015
C 0.016 0.156 0.035
N 0.983 -0.798 -0.151
O 0.316 1.347 0.001
H -1.388 -1.357 0.018
H -2.175 0.121 -0.033
H 1.964 -0.558 0.441
H 0.826 -1.854 0.310
*
```

gap between HOMO and LUMO = 10.61 eV
highest occupied orbital energy = -0.3678 Eh

***

In terms of stability, Q leads; the second structure lies 86.5 kcal/mol higher.

***

P.
This record from the OMol25 dataset describes 2 unconnected molecules or ions with the total composition C3H9NS2. The level of theory is ωB97M-V/def2-TZVPD.

ORCA input file:
```
! wB97M-V def2-TZVPD RIJCOSX def2/J DEFGRID3
* xyz 0 1
C 2.553 -1.167 -0.027
S 1.998 0.217 1.024
N 1.078 1.016 -0.474
S 1.025 2.799 -0.228
H 2.018 -0.937 -1.041
H 2.480 -2.236 0.413
H 3.657 -1.104 -0.128
H 0.271 0.571 -0.411
H -0.061 2.701 0.654
C -1.469 -0.395 0.311
C -2.400 -0.432 -0.652
H -1.272 0.569 0.733
H -0.974 -1.345 0.828
H -2.898 0.486 -0.799
H -2.574 -1.241 -1.252
*
```

gap between HOMO and LUMO = 9.17 eV
highest occupied orbital energy = -0.3160 Eh

***

Q.
This record from the OMol25 dataset describes 2 unconnected molecules or ions with the total composition C3H9NS2. The level of theory is ωB97M-V/def2-TZVPD.

ORCA input file:
```
! wB97M-V def2-TZVPD RIJCOSX def2/J DEFGRID3
* xyz 0 1
N -0.517 -1.955 -1.163
C 0.472 -0.912 -0.654
C 0.596 -0.821 0.803
S -0.805 -1.158 1.689
S 0.963 2.437 -0.615
C -0.613 2.471 0.238
H -1.250 -2.013 -0.356
H -0.167 -2.869 -1.259
H 1.494 -1.157 -1.043
H 0.195 0.106 -1.063
H 1.292 -1.606 1.176
H 1.149 0.121 1.011
H -0.702 1.721 1.010
H -0.698 3.463 0.663
H -1.410 2.172 -0.439
*
```

gap between HOMO and LUMO = 3.93 eV
highest occupied orbital energy = -0.3013 Eh

***

In terms of stability, P leads; the second structure lies 38.6 kcal/mol higher.